{
  "formula": "C24H20GaI3N3O4",
  "method": "wB97M-V/def2-TZVPD",
  "elements": ["Ga", "C", "C", "N", "C", "C", "C", "O", "C", "C", "N", "C", "C", "C", "C", "C", "C", "I", "C", "O", "H", "H", "H", "H", "H", "H", "H", "H", "H", "H", "H", "H", "I", "C", "C", "C", "I", "C", "C", "C", "C", "N", "C", "C", "O", "H", "H", "H", "H", "C", "O", "H", "H", "H", "H"],
  "positions_angstrom": [[-0.238386, 0.019347, 0.061918], [-1.361047, -2.028938, 3.821088], [0.035520, -2.238765, 3.326616], [0.758091, -3.218213, 3.817842], [2.027908, -3.394407, 3.410972], [2.640083, -2.601190, 2.476611], [4.071010, -2.840282, 2.060373], [4.905628, -1.720410, 2.325123], [1.877470, -1.557709, 1.892623], [2.491822, -0.639074, 0.982754], [1.846963, 0.165667, 0.199806], [2.531478, 1.121075, -0.581095], [3.768145, 0.859768, -1.174532], [4.376442, 1.799652, -1.986982], [3.760335, 3.018706, -2.230738], [2.535845, 3.304593, -1.646297], [1.943085, 2.358400, -0.830859], [0.086905, 2.810988, 0.106760], [0.548635, -1.374577, 2.315310], [-0.233401, -0.422182, 1.849549], [-1.644510, -2.846671, 4.477021], [-1.424801, -1.088128, 4.372375], [-2.066539, -1.943516, 2.992290], [2.549658, -4.228278, 3.868040], [4.446686, -3.746249, 2.539104], [4.121889, -2.996981, 0.980435], [5.168958, -1.722086, 3.250194], [3.578884, -0.573362, 1.016003], [4.238487, -0.101671, -1.007309], [5.330994, 1.572049, -2.441804], [4.229477, 3.752477, -2.871614], [2.053888, 4.256622, -1.819861], [-5.255122, 0.165677, -0.266454], [-3.814080, 0.145234, -1.779035], [-4.187396, 0.163349, -3.132361], [-3.246138, 0.118989, -4.125874], [-3.875196, 0.160334, -6.129884], [-1.869755, 0.042339, -3.806975], [-0.808753, -0.046781, -4.729174], [0.483709, -0.157763, -4.284871], [0.745593, -0.161615, -2.912826], [-0.218504, -0.050309, -2.020586], [-1.512095, 0.037620, -2.435434], [-2.487591, 0.096732, -1.403415], [-2.088331, 0.076188, -0.142615], [-5.237682, 0.208428, -3.384979], [-1.024230, -0.037355, -5.789326], [1.311938, -0.238808, -4.974092], [1.756743, -0.261364, -2.545002], [0.041383, -3.542145, -0.492291], [-0.539290, -2.253477, -0.248109], [-0.734210, -4.262706, -0.746706], [0.594829, -3.890901, 0.381982], [0.720717, -3.438589, -1.335073], [-1.284039, -2.348931, 0.357184]],
  "forces_ev_per_angstrom": [[0.461, -0.517, -0.472], [0.019, 0.055, -0.002], [0.055, -0.039, -0.052], [-0.177, 0.070, 0.095], [0.070, -0.045, -0.103], [0.092, 0.014, 0.007], [-0.148, -0.038, 0.011], [0.145, 0.029, -0.050], [-0.347, -0.185, 0.238], [0.208, 0.299, -0.105], [-0.616, -0.236, 0.042], [0.353, 0.259, -0.233], [-0.123, -0.118, 0.113], [0.016, 0.006, -0.019], [0.006, 0.035, -0.005], [0.017, 0.013, 0.006], [-0.506, 0.050, 0.323], [0.454, 0.031, -0.255], [0.251, 0.129, -0.018], [-0.134, -0.180, 0.322], [0.008, -0.018, -0.010], [-0.015, -0.009, -0.012], [-0.010, -0.024, 0.027], [0.060, 0.042, -0.040], [0.013, 0.006, -0.001], [0.048, -0.047, 0.016], [-0.055, -0.006, 0.046], [-0.040, -0.007, -0.019], [0.024, 0.008, -0.045], [-0.001, 0.009, 0.012], [0.004, -0.010, 0.000], [0.003, -0.004, -0.004], [0.126, 0.015, -0.258], [0.062, 0.005, 0.487], [0.053, -0.012, -0.196], [-0.191, 0.023, -0.351], [0.040, -0.010, 0.259], [0.126, -0.014, 0.327], [0.085, -0.006, 0.006], [0.023, -0.001, -0.081], [-0.092, -0.021, 0.070], [0.044, 0.106, 0.133], [-0.147, 0.009, -0.291], [-0.292, 0.016, 0.009], [0.094, 0.107, 0.014], [0.000, 0.006, 0.008], [-0.006, -0.001, -0.001], [-0.034, -0.011, -0.028], [0.015, 0.031, 0.017], [0.175, -0.026, 0.054], [-0.082, 0.171, 0.030], [-0.007, 0.031, -0.029], [-0.007, 0.026, -0.006], [-0.010, 0.031, 0.000], [-0.112, -0.049, 0.013]],
  "charge": 1,
  "energy_ha": -4209.54853,
  "gap_ha": 0.253,
  "e_homo_ha": -0.39039,
  "relative_energy_kj_mol": 25.2,
  "fmax_ev_per_a": 0.84
}